Density functional theory data (ωB97M-V/def2-TZVPD) for a structure of composition C15H20AlClF.

Structure (ORCA input):
```
! RIJCOSX wB97M-V def2-TZVPD def2/J DEFGRID3
* xyz -1 1
C 3.51 -5.69 -1.74
C 2.82 -4.41 -2.25
C 1.50 -4.09 -1.56
Cl 1.84 -3.83 0.23
Al 0.03 -5.49 -1.78
F 0.48 -6.93 -0.99
H 3.95 -6.25 -2.57
H 4.30 -5.45 -1.03
H 2.80 -6.34 -1.24
H 3.51 -3.56 -2.14
H 2.60 -4.51 -3.31
H 1.17 -3.11 -1.90
H -1.34 -4.93 -1.13
H -0.09 -5.78 -3.38
C 0.49 0.09 0.99
C 1.72 -0.34 1.47
C 2.51 0.53 2.21
C 2.08 1.82 2.47
C 0.85 2.25 1.99
C 0.05 1.39 1.25
H -0.13 -0.59 0.42
H 2.04 -1.35 1.26
H 3.47 0.19 2.58
H 2.70 2.49 3.05
H 0.51 3.26 2.20
H -0.91 1.72 0.88
C -4.85 5.32 0.14
C -4.01 6.06 0.95
C -2.69 5.65 1.15
C -2.23 4.50 0.53
C -3.07 3.76 -0.28
C -4.38 4.17 -0.48
H -5.87 5.63 -0.01
H -4.37 6.96 1.44
H -2.03 6.23 1.78
H -1.20 4.18 0.68
H -2.70 2.86 -0.77
H -5.04 3.59 -1.11
*
```

- E_HOMO: -0.1823 Eh
- Strongest force on any atom: 0.272 eV Å⁻¹

Atom charges from the Löwdin analysis, given in e for atoms 1 to 4:
1 C -0.14
2 C -0.39
3 C -0.74
4 Cl 0.47